Density functional theory data (ωB97M-V/def2-TZVPD) for the molecule C25H43N5O6.

Values from the calculation:
- E_tot: -1703.80863 a.u.
- Relative energy (zero: lowest compared OMol25 entry of this formula, charge and spin): 0.00 kJ/mol
- HOMO level: -9.2 eV
- Structure (SMILES): CC(C)C[C@H](NC(=O)c1nc[nH]c1C(=O)NCCCCCNC(=O)OC(C)(C)C)C(=O)OC(C)(C)C
- 2S+1: 1
- Kohn-Sham gap: 9.783 eV

XYZ file:
```
79
C25H43N5O6 | OMol25 | ωB97M-V/def2-TZVPD
C -5.33 -4.43 0.00
C -4.63 -3.27 -0.71
C -5.38 -2.92 -1.99
C -4.55 -2.07 0.24
C -3.65 -0.95 -0.27
N -2.28 -1.40 -0.41
C -1.33 -0.55 -0.83
O -1.59 0.56 -1.29
C 0.02 -1.11 -0.71
N 0.20 -2.30 -0.07
C 1.49 -2.51 -0.05
N 2.17 -1.53 -0.66
C 1.26 -0.61 -1.09
C 1.75 0.60 -1.78
O 2.93 0.67 -2.12
N 0.85 1.57 -1.95
C 1.24 2.91 -2.33
C 1.34 3.82 -1.10
C 2.35 3.32 -0.06
C 3.81 3.49 -0.51
C 4.77 2.65 0.33
N 4.63 1.25 0.01
C 5.16 0.28 0.77
O 5.71 0.46 1.83
O 4.96 -0.93 0.17
C 5.61 -2.11 0.71
C 5.04 -2.44 2.09
C 7.13 -1.89 0.79
C 5.31 -3.22 -0.29
C -3.69 0.23 0.71
O -2.93 0.32 1.65
O -4.66 1.06 0.39
C -4.88 2.30 1.12
C -3.62 3.16 1.06
C -5.26 1.98 2.57
C -6.03 2.97 0.39
H -5.39 -5.30 -0.66
H -4.79 -4.72 0.89
H -6.34 -4.15 0.28
H -3.62 -3.59 -0.98
H -4.86 -2.15 -2.56
H -5.47 -3.79 -2.63
H -6.38 -2.56 -1.76
H -5.55 -1.67 0.40
H -4.16 -2.40 1.21
H -4.00 -0.57 -1.24
H -1.97 -2.21 0.10
H 1.95 -3.37 0.40
H 3.18 -1.40 -0.72
H -0.12 1.40 -1.68
H 2.21 2.84 -2.84
H 0.50 3.31 -3.02
H 1.61 4.82 -1.42
H 0.36 3.87 -0.63
H 2.16 2.27 0.15
H 2.20 3.86 0.87
H 3.92 3.18 -1.55
H 4.09 4.54 -0.44
H 4.58 2.78 1.40
H 5.80 2.97 0.13
H 4.21 1.01 -0.89
H 5.28 -1.65 2.79
H 5.46 -3.38 2.44
H 3.96 -2.54 2.03
H 7.36 -1.09 1.49
H 7.61 -2.80 1.13
H 7.51 -1.62 -0.19
H 5.87 -4.11 -0.03
H 4.25 -3.47 -0.30
H 5.59 -2.90 -1.29
H -3.31 3.28 0.02
H -3.83 4.14 1.48
H -2.81 2.70 1.61
H -5.50 2.90 3.09
H -4.44 1.49 3.08
H -6.13 1.33 2.59
H -6.28 3.91 0.86
H -5.76 3.15 -0.65
H -6.91 2.32 0.40
```